No. 1
74
Properties=species:S:1:pos:R:3:forces:R:3 method="wB97M-V/def2-TZVPD" homo_lumo_gap_ev="7.23 / 7.77" e_above_lowest_kj_mol=196.34 charge=+3 multiplicity=2 s2=0.76
Ru 0.195 0.932 0.088 3.343 0.869 -0.217
C -1.226 3.836 -1.055 0.184 0.123 -0.017
C 0.053 3.177 -0.607 0.020 0.259 -0.066
C 0.983 2.626 -1.545 -0.929 0.217 0.151
C 0.761 2.762 -3.027 0.001 -0.015 0.002
C 2.199 2.060 -1.097 -0.128 -0.157 -0.255
C 3.113 1.392 -2.076 0.032 -0.026 0.022
C 2.582 2.191 0.246 0.153 0.265 0.224
C 3.960 1.838 0.683 -0.013 -0.027 0.010
C 1.617 2.602 1.195 -0.296 -0.411 0.283
C 1.954 2.520 2.657 0.047 -0.024 -0.027
C 0.373 3.141 0.784 -0.689 0.208 -0.103
C -0.518 3.816 1.806 0.044 0.039 -0.043
H -1.058 4.905 -1.209 0.031 0.008 -0.007
H -2.012 3.727 -0.312 0.142 0.073 -0.039
H -1.597 3.419 -1.986 0.083 0.067 0.102
H 0.605 1.803 -3.520 0.028 0.008 -0.007
H 1.657 3.194 -3.476 -0.002 0.012 -0.002
H -0.071 3.414 -3.264 -0.008 0.012 0.007
H 3.816 2.120 -2.491 0.003 -0.001 0.003
H 2.564 0.959 -2.908 -0.001 0.004 0.003
H 3.688 0.603 -1.597 -0.018 -0.007 0.001
H 4.280 2.463 1.514 -0.001 0.003 0.001
H 4.676 1.947 -0.127 0.003 0.009 -0.003
H 3.991 0.794 1.015 -0.012 0.004 -0.033
H 2.507 3.410 2.969 -0.004 0.000 0.015
H 2.589 1.659 2.865 -0.002 0.004 0.004
H 1.067 2.468 3.285 0.000 0.013 0.001
H 0.077 4.272 2.593 0.004 0.005 -0.004
H -1.221 3.127 2.280 -0.005 -0.006 -0.002
H -1.099 4.612 1.351 -0.002 0.006 -0.008
N -0.290 -0.048 1.873 -0.935 0.222 0.122
C 0.599 -1.200 2.201 0.177 -0.304 -0.058
C -0.104 -2.484 2.620 -0.163 0.069 0.020
C -1.074 -3.148 1.633 0.161 -0.075 -0.040
C -0.418 -3.953 0.499 0.030 -0.001 0.027
N 0.639 -4.861 0.932 0.019 0.010 0.047
C 0.496 -6.121 1.341 -0.023 0.011 -0.013
N 1.570 -6.824 1.689 0.014 0.011 0.007
N -0.707 -6.685 1.419 -0.002 -0.005 -0.013
C 1.556 -1.343 1.032 0.056 0.540 -0.118
O 2.125 -2.347 0.707 0.045 -0.242 0.223
O 1.782 -0.165 0.465 0.012 -0.937 -0.394
H -0.203 0.679 2.578 -0.124 -0.165 0.188
H -1.259 -0.358 1.890 -0.014 0.014 0.129
H 1.233 -0.893 3.036 0.001 0.008 -0.002
H -0.630 -2.303 3.559 0.006 0.045 -0.003
H 0.698 -3.183 2.864 -0.034 -0.034 0.050
H -1.743 -2.423 1.155 -0.025 0.023 0.056
H -1.721 -3.800 2.221 -0.022 -0.019 -0.037
H 0.057 -3.288 -0.218 -0.049 0.025 -0.037
H -1.178 -4.510 -0.053 0.005 -0.010 0.001
H 1.569 -4.461 0.927 -0.002 0.007 -0.008
H 2.497 -6.441 1.607 -0.001 -0.008 -0.013
H 1.497 -7.784 1.985 0.000 0.006 0.006
H -1.538 -6.201 1.129 0.000 0.000 0.016
H -0.810 -7.653 1.678 -0.002 -0.001 -0.008
C -1.724 -1.869 -2.836 -0.053 0.017 0.053
S -0.829 -0.341 -2.634 0.128 -0.064 -0.132
O -0.018 -0.562 -1.325 -0.770 -0.241 0.022
C -2.143 0.773 -2.206 -0.086 -0.140 -0.010
C -2.573 0.868 -0.885 -0.235 -0.057 -0.053
C -3.611 1.737 -0.575 -0.057 -0.103 -0.019
C -4.216 2.480 -1.582 -0.043 -0.067 -0.041
C -3.785 2.362 -2.898 -0.111 -0.005 0.006
C -2.734 1.513 -3.219 0.097 -0.009 -0.016
H -2.369 -2.032 -1.975 -0.001 -0.024 0.001
H -0.991 -2.665 -2.959 0.021 0.033 -0.013
H -2.312 -1.770 -3.749 -0.025 -0.017 0.008
H -2.191 0.183 -0.135 0.024 -0.036 0.040
H -3.971 1.813 0.442 -0.012 -0.005 0.011
H -5.035 3.145 -1.343 -0.006 0.005 0.002
H -4.266 2.936 -3.679 -0.004 0.004 -0.004
H -2.383 1.438 -4.242 -0.001 -0.016 0.003



No. 2
38
Properties=species:S:1:pos:R:3:forces:R:3 method="wB97M-V/def2-TZVPD" homo_lumo_gap_ev=8.85 e_above_lowest_kj_mol=98.25 smiles="Cc1cccc(NC(=O)CCn2nc(C)cc2C)c1"
C 0.713 2.257 3.878 0.041 0.015 -0.037
C 0.242 2.490 2.474 -0.043 -0.009 -0.068
C 0.260 3.771 1.930 0.010 0.039 0.002
C -0.167 3.983 0.632 0.057 -0.017 0.152
C -0.619 2.934 -0.149 -0.074 -0.022 -0.225
C -0.639 1.650 0.383 0.060 0.360 -0.042
N -1.081 0.532 -0.326 -0.028 -0.129 0.407
C -1.462 0.435 -1.621 -0.240 -0.491 0.020
O -1.526 1.347 -2.417 0.023 0.242 -0.236
C -1.812 -1.003 -2.012 0.192 0.098 -0.076
C -0.558 -1.804 -2.364 -0.458 -0.023 -0.400
N 0.243 -2.127 -1.208 0.717 -0.158 0.140
N -0.246 -2.077 0.037 -0.425 -0.227 0.550
C 0.725 -2.483 0.842 0.014 -0.041 -0.331
C 0.546 -2.535 2.318 -0.006 0.047 -0.042
C 1.864 -2.813 0.093 -0.112 0.044 -0.227
C 1.519 -2.575 -1.221 0.073 0.013 0.261
C 2.301 -2.739 -2.472 -0.071 0.032 -0.049
C -0.208 1.441 1.693 0.005 0.088 -0.049
H 0.461 1.255 4.214 0.003 -0.058 0.078
H 1.795 2.378 3.936 0.058 -0.017 0.075
H 0.262 2.978 4.558 -0.006 0.007 0.092
H 0.610 4.599 2.528 0.031 0.095 0.072
H -0.150 4.981 0.218 -0.007 0.079 -0.044
H -0.952 3.100 -1.159 -0.015 -0.013 -0.032
H -0.988 -0.360 0.167 -0.093 0.237 -0.241
H -2.447 -0.958 -2.897 0.056 0.042 0.076
H -2.348 -1.500 -1.204 -0.033 -0.023 -0.073
H -0.857 -2.739 -2.859 0.051 0.154 0.020
H 0.057 -1.230 -3.065 -0.061 -0.101 0.060
H 0.808 -3.522 2.695 -0.024 -0.025 0.081
H 1.196 -1.806 2.802 -0.010 0.018 0.092
H -0.488 -2.319 2.574 -0.047 0.006 0.074
H 2.802 -3.171 0.463 0.239 -0.082 0.025
H 1.811 -3.442 -3.146 0.045 -0.033 -0.084
H 2.403 -1.786 -2.992 0.054 0.007 -0.071
H 3.293 -3.113 -2.236 0.032 -0.014 -0.033
H -0.229 0.438 2.097 -0.008 -0.138 0.083



No. 3
35
Properties=species:S:1:pos:R:3:forces:R:3 method="wB97M-V/def2-TZVPD" homo_lumo_gap_ev=8.88 e_above_lowest_kj_mol=257.40 smiles="C[C@@H]1CC[C@H](C)P1[C@]1(C)C=CC=CC1"
C 2.335 -1.816 1.430 1.015 1.829 0.232
C 1.426 -1.283 0.207 1.172 1.482 2.960
C 2.316 -0.640 -0.817 2.286 -1.639 0.251
C 2.702 0.749 -0.297 3.195 1.088 0.476
C 1.375 1.445 -0.026 -1.064 -0.498 -0.562
C 1.188 2.603 0.962 -1.727 1.204 -2.365
P 0.267 0.134 0.713 0.891 -1.380 0.535
C -1.163 -0.174 -0.436 -0.660 -1.618 -0.694
C -0.788 -0.331 -1.947 2.461 0.787 1.281
C -1.960 1.034 -0.336 -1.281 1.518 0.534
C -3.217 1.139 0.150 -0.175 1.788 -1.339
C -4.024 -0.017 0.487 -0.418 -0.353 -0.536
C -3.440 -1.211 0.414 -2.058 -1.119 0.444
C -1.973 -1.316 0.286 1.262 -0.548 0.193
H 2.163 -1.280 2.460 0.447 -0.961 -2.042
H 3.470 -1.810 1.130 -2.094 0.221 0.743
H 2.054 -2.844 1.513 0.025 -0.715 0.585
H 0.882 -2.165 0.072 -1.075 -1.010 -1.607
H 1.857 -0.511 -1.750 -0.915 0.259 -1.337
H 3.175 -1.360 -1.058 -0.680 1.220 0.455
H 3.465 0.778 0.632 -1.969 -0.473 -1.697
H 3.343 1.301 -1.094 -1.208 -0.760 1.114
H 0.960 1.630 -1.042 0.194 0.592 0.688
H 1.518 2.237 1.912 0.150 0.469 0.753
H 0.030 2.796 0.945 2.126 -0.232 0.580
H 1.628 3.568 0.585 0.028 -0.928 0.762
H -0.308 -1.291 -2.199 0.154 0.279 0.512
H 0.063 0.526 -2.010 -2.473 -1.963 -1.110
H -1.638 -0.318 -2.611 -0.277 0.887 -0.202
H -1.415 1.887 -0.710 -0.375 0.613 -0.176
H -3.787 2.106 -0.013 1.033 -1.050 0.599
H -5.112 0.092 0.587 0.588 -0.030 0.160
H -4.097 -2.139 0.582 1.352 1.332 -0.389
H -1.597 -1.190 1.306 -0.136 -0.539 0.313
H -1.697 -2.329 -0.029 0.206 0.250 -0.113



No. 4
103
Properties=species:S:1:pos:R:3:forces:R:3 method="wB97M-V/def2-TZVPD" homo_lumo_gap_ev=6.02 charge=-1
C -1.157 -2.304 2.905 0.607 -0.157 1.355
C -1.341 -2.275 1.608 0.412 -0.284 -2.092
C -2.176 -1.209 0.886 -1.678 -0.339 1.613
C -1.418 -0.009 0.233 1.337 -1.824 1.389
O -1.942 0.826 -0.396 -1.204 1.725 -1.578
C 0.129 0.184 0.418 -0.592 -1.203 0.261
F 0.390 0.450 1.718 0.245 0.570 -0.177
F 0.806 -0.977 0.153 -0.195 0.114 -0.315
C 0.741 1.259 -0.522 1.240 0.333 1.178
F 0.436 1.070 -1.812 -0.486 -0.220 0.022
F 2.094 1.099 -0.448 -0.103 0.010 0.112
C 0.461 2.755 -0.122 -1.376 0.578 -1.735
F -0.445 2.911 0.849 0.226 -0.306 0.408
F 1.581 3.413 0.206 0.136 -0.376 0.393
C -0.095 3.497 -1.401 -1.422 0.061 0.322
O 0.627 3.996 -2.179 1.644 0.492 -0.851
O -1.455 3.575 -1.590 0.346 -0.224 0.870
O -2.995 -0.723 1.946 0.814 0.474 0.217
B -4.414 -0.444 1.567 -0.441 0.174 0.598
C -5.593 -1.298 2.356 -0.395 -0.691 -0.062
C -6.811 -1.722 1.452 0.021 0.115 1.471
C -7.790 -0.548 1.188 -0.811 -0.792 -0.950
C -7.536 0.215 -0.136 -0.267 0.615 0.260
C -9.250 -1.118 1.093 0.448 0.598 -0.278
C -4.721 1.126 1.950 0.470 1.028 -0.455
N -3.546 2.055 1.734 -0.605 0.217 0.641
C -2.940 2.415 3.026 0.104 0.600 -0.700
O -4.393 -0.833 0.140 -0.201 -0.619 -0.019
C -3.307 -1.658 -0.145 0.989 0.996 -2.117
C -3.530 -3.168 -0.395 -1.037 0.147 0.753
C -3.891 -4.009 0.850 1.612 -0.632 -0.263
F -5.065 -4.761 0.673 0.040 0.527 0.101
H -0.650 -3.168 3.357 -0.047 0.401 -0.202
H -1.438 -1.492 3.578 -0.323 -0.357 -0.300
H -0.860 -3.077 1.024 -0.489 0.272 0.003
H -1.771 4.409 -1.207 -0.073 -0.290 -0.062
H -6.047 -0.698 3.176 0.309 -0.270 -0.256
H -5.227 -2.222 2.859 -0.016 0.410 -0.267
H -7.377 -2.457 2.067 0.158 0.210 -0.423
H -6.507 -2.263 0.542 -0.056 0.471 0.135
H -7.800 0.169 2.027 0.380 -0.307 -0.206
H -6.493 0.520 -0.295 -0.303 -0.283 0.131
H -7.877 -0.361 -1.014 0.250 0.001 0.363
H -8.159 1.136 -0.116 0.312 -0.342 -0.131
H -9.351 -1.664 0.137 -0.005 -0.057 0.492
H -9.480 -1.780 1.943 -0.027 0.262 -0.329
H -9.972 -0.280 1.043 0.168 -0.394 0.154
H -5.003 1.266 3.021 -0.101 -0.451 -0.448
H -5.571 1.552 1.372 0.272 -0.325 0.206
H -3.928 2.933 1.384 0.174 -0.224 -0.123
H -3.685 2.868 3.719 0.268 -0.406 0.022
H -2.452 1.542 3.489 -0.218 0.322 -0.163
H -2.198 3.212 2.812 -0.056 -0.504 0.346
H -3.023 -1.292 -1.162 0.397 -0.368 0.436
H -2.651 -3.574 -0.922 -0.217 0.113 0.300
H -4.385 -3.253 -1.094 0.362 0.129 0.266
H -3.902 -3.419 1.776 -0.603 -0.099 -0.379
H -3.089 -4.764 0.982 -0.383 0.255 0.089
O 7.059 6.781 -1.852 0.064 -0.216 0.222
S 5.871 7.132 -1.124 -0.775 0.264 -0.371
O 5.639 6.639 0.197 0.372 -0.079 -0.004
O 4.600 6.820 -2.031 0.374 0.433 0.163
C 4.468 5.493 -2.578 -0.213 -1.013 -0.221
C 3.973 4.496 -1.551 0.210 0.129 0.365
C 5.701 8.888 -1.111 0.002 0.092 -0.066
H 5.415 5.170 -3.018 0.051 0.179 0.051
H 3.745 5.565 -3.389 0.038 0.338 0.056
H 4.720 4.332 -0.774 0.010 -0.066 -0.058
H 3.760 3.536 -2.022 -0.017 0.068 -0.062
H 3.071 4.859 -1.063 -0.035 -0.017 -0.160
H 5.833 9.262 -2.123 -0.014 -0.042 0.015
H 6.472 9.289 -0.456 0.011 -0.101 0.007
H 4.716 9.141 -0.727 0.017 -0.062 0.000
O 0.268 -5.933 2.808 -0.234 -0.181 -0.191
S 0.920 -5.779 1.543 0.642 0.319 -0.013
O 0.178 -5.598 0.334 -0.231 -0.122 0.185
O 1.947 -6.995 1.342 0.067 0.287 0.103
C 1.442 -8.330 1.475 -0.324 -0.663 -0.109
C 0.677 -8.772 0.242 -0.198 0.189 -0.099
C 2.116 -4.490 1.667 0.112 -0.004 -0.002
H 0.828 -8.418 2.374 0.012 0.194 -0.005
H 2.311 -8.974 1.613 0.145 0.269 0.033
H -0.247 -8.205 0.129 0.021 -0.024 0.019
H 0.419 -9.830 0.312 0.073 0.005 0.053
H 1.270 -8.608 -0.659 0.042 -0.062 0.050
H 2.715 -4.650 2.561 -0.039 -0.026 -0.014
H 1.576 -3.545 1.739 -0.101 -0.071 -0.013
H 2.737 -4.499 0.774 -0.053 -0.013 -0.001
O 6.555 2.102 -1.539 -0.289 -0.141 -0.208
S 7.230 2.244 -2.792 0.801 0.206 0.058
O 6.512 2.477 -4.009 -0.259 -0.058 0.176
O 8.209 0.993 -2.997 0.028 0.316 0.078
C 7.649 -0.325 -2.892 -0.365 -0.688 -0.114
C 6.886 -0.718 -4.142 -0.177 0.214 -0.105
C 8.478 3.480 -2.631 0.080 -0.005 -0.038
H 7.019 -0.401 -2.003 0.022 0.198 -0.002
H 8.489 -1.005 -2.751 0.158 0.271 0.040
H 5.986 -0.113 -4.259 0.013 -0.034 0.024
H 6.585 -1.766 -4.092 0.069 0.005 0.057
H 7.498 -0.565 -5.031 0.041 -0.069 0.050
H 9.056 3.280 -1.732 -0.045 -0.019 -0.012
H 7.979 4.446 -2.552 -0.072 -0.052 0.034
H 9.111 3.457 -3.515 -0.045 -0.027 0.003



No. 5
37
Properties=species:S:1:pos:R:3:forces:R:3 method="wB97M-V/def2-TZVPD" homo_lumo_gap_ev=9.23 e_above_lowest_kj_mol=77.53 smiles="CCOC(=O)NC1(NC(C)C)Oc2ccccc2O1"
C -3.838 -3.010 -0.404 0.162 0.309 0.243
C -3.908 -1.826 0.550 -0.390 -0.097 -0.319
O -2.611 -1.452 1.020 0.217 -0.033 0.159
C -1.891 -0.662 0.202 0.130 0.022 0.400
O -2.272 -0.243 -0.859 -0.197 0.029 -0.541
N -0.695 -0.367 0.786 0.493 0.099 0.251
C 0.432 0.192 0.029 -1.049 0.108 -0.038
N 0.122 1.369 -0.685 0.161 -0.071 -0.265
C -0.215 2.561 0.102 0.167 0.159 -0.045
C 0.726 3.689 -0.322 -0.167 -0.203 0.330
C -1.673 2.967 -0.084 0.211 -0.215 0.204
O 1.451 0.435 0.969 0.222 -0.065 0.333
C 2.526 -0.332 0.595 0.020 -0.386 -0.531
C 3.766 -0.427 1.178 -0.378 0.174 0.002
C 4.670 -1.307 0.586 0.121 -0.090 -0.041
C 4.331 -2.048 -0.531 0.133 -0.026 0.049
C 3.071 -1.948 -1.117 -0.355 0.165 0.006
C 2.183 -1.078 -0.532 0.178 0.328 0.437
O 0.894 -0.787 -0.887 0.277 -0.317 -0.197
H -3.348 -3.853 0.078 0.003 -0.104 0.023
H -4.842 -3.301 -0.698 -0.110 -0.062 -0.047
H -3.275 -2.734 -1.292 0.001 -0.018 -0.084
H -4.470 -2.077 1.452 0.062 0.078 -0.105
H -4.366 -0.967 0.050 0.026 -0.120 0.161
H -0.467 -0.877 1.628 0.027 0.009 -0.108
H -0.573 1.163 -1.395 0.051 -0.064 0.083
H -0.032 2.326 1.156 -0.072 0.078 -0.102
H 0.531 4.583 0.265 0.006 0.198 0.041
H 0.581 3.916 -1.375 -0.012 0.046 -0.147
H 1.758 3.385 -0.173 0.121 -0.005 -0.011
H -1.852 3.242 -1.121 -0.070 0.053 -0.146
H -1.909 3.819 0.549 -0.044 0.121 0.005
H -2.336 2.145 0.173 -0.111 -0.029 0.006
H 4.021 0.154 2.048 0.040 0.082 0.123
H 5.656 -1.408 1.013 0.089 -0.016 0.028
H 5.055 -2.719 -0.965 0.073 -0.054 -0.030
H 2.799 -2.521 -1.987 -0.036 -0.081 -0.124



No. 6
22
Properties=species:S:1:pos:R:3:forces:R:3 method="wB97M-V/def2-TZVPD" homo_lumo_gap_ev=3.47 e_above_lowest_kj_mol=756.16
N 2.969 0.581 -0.674 -0.381 -0.143 -0.037
C 2.546 -0.024 0.513 -0.734 0.805 0.584
C 1.143 0.424 0.905 -0.877 0.627 -0.018
N 0.114 -0.523 0.479 0.571 -0.331 -1.371
C -1.406 0.083 0.849 2.485 0.275 0.538
C -2.474 -0.427 0.095 -1.492 1.599 0.381
C -3.051 0.501 -0.957 0.971 -0.912 -0.034
C 0.213 -0.740 -0.986 0.244 -0.375 1.469
H -0.568 -1.468 -1.189 -0.013 0.091 -0.630
H 3.959 0.437 -0.820 0.284 -0.492 -0.087
H 3.127 0.294 1.398 0.221 -0.023 -0.010
H 2.520 -1.134 0.649 0.389 -0.199 -0.430
H 1.096 0.581 1.987 -0.272 -0.318 0.133
H 0.920 1.414 0.461 0.497 -0.109 -0.040
H -1.116 1.108 0.597 -0.686 0.148 -0.317
H -1.219 -0.002 1.922 -1.104 -0.488 0.025
H -2.218 0.811 -1.598 -0.202 0.427 0.008
H -3.197 -1.121 0.502 0.428 -0.588 0.085
H -3.475 1.356 -0.425 0.048 0.202 -0.206
H -3.815 0.071 -1.600 -0.061 -0.216 0.159
H 1.205 -1.162 -1.147 0.060 -0.016 -0.217
H 0.185 0.169 -1.591 -0.377 0.037 0.013